(w)
Formula: C2H7N3O
Source: OMol25
Level of theory: the ωB97M-V functional and the def2-TZVPD basis

The geometry in ORCA input format:
```
! wB97M-V def2-TZVPD RIJCOSX def2/J DEFGRID3
* xyz 0 1
C 1.44 0.64 0.85
N 1.19 0.17 -1.33
C -0.73 -0.22 0.04
N -1.58 -0.78 -0.93
O -1.27 -0.06 1.29
N 0.43 0.31 -0.24
H -1.87 0.72 1.30
H 0.69 -0.36 -2.05
H -1.08 -1.14 -1.73
H -2.21 -1.46 -0.55
H 1.00 1.45 1.44
H 2.40 0.93 0.43
H 1.59 -0.21 1.49
*
```

Results
HOMO energy (alpha / beta)	-6.811 / -6.810	eV
frontier orbital gap (alpha / beta)	7.290 / 7.289	eV
LUMO energy (alpha / beta)	0.5 / 0.5	eV



(x)
Formula: C2H7N3O
Source: OMol25
Level of theory: the ωB97M-V functional and the def2-TZVPD basis

The geometry in ORCA input format:
```
! wB97M-V def2-TZVPD RIJCOSX def2/J DEFGRID3
* xyz 0 1
N 1.26 -1.25 0.08
C 1.75 -0.06 -0.32
N 1.48 1.15 0.04
H 1.62 -2.07 -0.38
H 0.37 -1.42 0.54
H 2.45 -0.20 -1.16
H 1.41 1.17 1.06
C -2.13 0.01 0.35
N -1.33 0.87 -0.36
O -1.67 -1.09 0.64
H -3.11 0.48 0.53
H -0.30 0.78 -0.23
H -1.80 1.63 -0.81
*
```

Results
HOMO energy	-9.089	eV
frontier orbital gap	10.084	eV
LUMO energy	1.0	eV



(y)
Formula: C2H7N3O
Source: OMol25
Level of theory: the ωB97M-V functional and the def2-TZVPD basis

The geometry in ORCA input format:
```
! wB97M-V def2-TZVPD RIJCOSX def2/J DEFGRID3
* xyz 0 1
N 1.45 0.18 0.97
C 1.48 1.51 0.72
N 0.85 2.00 -0.27
H 1.77 -0.18 1.86
H 1.02 -0.50 0.37
H 2.12 2.06 1.40
H 1.01 3.00 -0.36
C -1.58 -1.81 -0.31
N -1.77 -0.85 -1.24
O -0.63 -1.81 0.43
H -2.30 -2.65 -0.36
H -1.14 -0.07 -1.13
H -2.29 -0.88 -2.09
*
```

Results
HOMO energy	-8.846	eV
frontier orbital gap	9.896	eV
LUMO energy	1.1	eV



(z)
Formula: C2H7N3O
Source: OMol25
Level of theory: the ωB97M-V functional and the def2-TZVPD basis

The geometry in ORCA input format:
```
! wB97M-V def2-TZVPD RIJCOSX def2/J DEFGRID3
* xyz 0 1
N 1.44 -0.47 0.03
C 0.08 -0.31 0.00
N -0.66 -1.40 -0.49
N -1.78 1.23 -0.21
C -0.53 0.89 0.25
O 2.06 0.58 0.73
H 2.97 0.52 0.33
H 2.12 -1.45 0.58
H -0.77 -1.39 -1.49
H -0.32 -2.32 -0.24
H -2.26 1.96 0.30
H -2.37 0.46 -0.51
H 0.03 1.69 0.72
*
```

Results
HOMO energy	-6.650	eV
frontier orbital gap	7.402	eV
LUMO energy	0.8	eV



Relative calculated energies, zero for the most stable structure, unit kcal/mol: (w) 69.8; (x) 17.8; (y) 0.0; (z) 91.2.